1.
Computed, not measured: a molecular structure, C10H16N2 in a non-equilibrium geometry, with ωB97M-V/def2-TZVPD.

Computed properties:
- E_tot (hartree) = -499.36672
- LUMO (eV) = -8.640
- F_max (eV Å⁻¹) = 5.9
- net charge = +2
- ΔE to the lowest compared entry with this formula, charge and spin (kJ/mol) = 197.24
- E_HOMO (eV) = -17.97
- molecular weight (g mol⁻¹) = 164.25
- 2S+1 = 1

Each line ends with the Mulliken charge.
Atoms and positions in Å:
C 1.329 2.864 -0.493  -0.427
C 1.326 2.619 -1.831  -0.663
C 0.678 2.045 0.457  0.023
C 0.956 1.350 -2.420  0.212
C 0.240 0.837 0.130  -0.211
C -0.363 -1.786 -1.038  -0.519
C -0.052 -0.897 -2.225  -0.683
C -1.134 -1.136 0.097  -0.959
C -1.367 0.190 1.934  -1.052
C 0.896 -0.769 1.693  -0.761
N 0.429 0.394 -1.725  -0.044
N -0.318 -0.181 0.979  0.299
H 1.827 3.847 -0.136  0.374
H 1.734 3.490 -2.387  0.370
H 0.530 2.190 1.508  0.431
H 1.102 1.042 -3.452  0.496
H -1.056 -2.574 -1.192  0.397
H 0.525 -2.195 -0.450  0.310
H 0.768 -1.199 -2.806  0.522
H -0.980 -0.703 -2.828  0.392
H -1.977 -0.708 -0.290  0.527
H -1.448 -1.875 0.935  0.406
H -1.644 -0.659 2.445  0.579
H -0.862 0.788 2.649  0.496
H -2.197 0.847 1.459  0.331
H 0.870 -0.460 2.712  0.427
H 1.046 -1.879 1.719  0.358
H 1.915 -0.403 1.376  0.369



2.
Computed, not measured: a molecular structure, C33H26CoF6NSSbTe, with ωB97M-V/def2-TZVPD.

Computed properties:
- E_tot (hartree) = -4216.31039
- LUMO (spin up / spin down) (eV) = 0.122 / -0.691
- F_max (eV Å⁻¹) = 0.7
- ΔE to the lowest compared entry with this formula, charge and spin (kJ/mol) = 0.00
- E_HOMO (spin up / spin down) (eV) = -7.43 / -7.48
- molecular weight (g mol⁻¹) = 890.93
- 2S+1 = 4

Each line ends with the Mulliken charge.
Atoms and positions in Å:
Co 0.344 1.432 -0.795  -0.107
F -2.573 6.187 -3.645  -0.314
C -1.672 5.193 -3.517  0.535
F -1.909 4.326 -4.509  -0.216
F -0.467 5.727 -3.729  -0.219
C -1.773 4.539 -2.160  -0.298
C -2.723 4.976 -1.261  -0.106
C -2.847 4.382 -0.008  -0.715
C -1.980 3.363 0.294  -0.524
N -1.046 2.941 -0.565  -0.068
C -0.921 3.479 -1.802  1.022
S 0.295 2.708 -2.791  -0.485
H -3.382 5.786 -1.543  0.506
H -3.589 4.707 0.706  0.415
H -2.003 2.866 1.257  0.490
C 3.475 0.880 6.373  -1.418
C 3.199 1.073 4.902  0.572
C 3.012 2.333 4.361  -1.027
C 2.791 2.533 2.996  1.074
C 2.600 3.950 2.514  -1.579
C 2.766 1.422 2.143  -0.270
Te 2.677 1.761 0.039  -0.124
C 2.914 0.134 2.678  1.458
C 2.850 -1.101 1.821  -1.083
C 3.130 -0.017 4.044  -1.048
H 3.406 1.822 6.917  0.348
H 4.477 0.477 6.532  0.311
H 2.769 0.180 6.824  0.339
H 3.033 3.200 5.016  0.250
H 2.392 4.609 3.358  0.375
H 1.780 4.025 1.798  0.221
H 3.490 4.323 2.002  0.344
H 2.017 -1.051 1.120  -0.211
H 2.736 -1.997 2.434  0.318
H 3.753 -1.216 1.214  0.395
H 3.247 -1.019 4.448  0.340
F -2.669 -2.481 -6.731  -0.328
C -2.205 -2.145 -5.513  0.349
C -2.216 -3.104 -4.517  -0.757
C -1.739 -2.755 -3.264  -0.128
C -1.262 -1.465 -3.018  -0.143
C -1.267 -0.524 -4.045  -0.311
C -1.743 -0.863 -5.310  -0.658
Sb -0.517 -0.989 -1.105  2.115
C -2.111 -1.756 0.047  -0.082
C -3.419 -1.719 -0.439  -0.501
C -4.474 -2.192 0.332  -0.644
C -4.197 -2.696 1.586  0.379
F -5.212 -3.166 2.334  -0.329
C -2.921 -2.735 2.109  -0.623
C -1.877 -2.256 1.329  -0.402
C 0.856 -2.570 -0.906  0.191
C 2.193 -2.349 -1.242  -0.595
C 3.106 -3.395 -1.211  -0.553
C 2.661 -4.645 -0.835  0.327
F 3.542 -5.663 -0.799  -0.344
C 1.350 -4.900 -0.490  -0.782
C 0.444 -3.848 -0.530  -0.273
H -2.587 -4.097 -4.731  0.455
H -1.740 -3.502 -2.479  0.318
H -0.905 0.486 -3.875  -0.013
H -1.756 -0.149 -6.122  0.480
H -3.631 -1.329 -1.427  0.450
H -5.495 -2.176 -0.026  0.444
H -2.758 -3.129 3.104  0.449
H -0.871 -2.281 1.735  0.512
H 2.542 -1.357 -1.509  0.215
H 4.148 -3.248 -1.463  0.478
H 1.053 -5.899 -0.200  0.458
H -0.588 -4.038 -0.260  0.349